Entry 1:
A 2-piece molecular cluster, C3H6IN2O overall at a distorted geometry, computed with the ωB97M-V functional and the def2-TZVPD basis.

Each line ends with the Löwdin charge.
Positions of all 13 atoms, in Å:
C -2.0906 -1.4878 0.1045  -0.428
C -1.6672 0.5943 -0.1685  0.007
C -0.8241 -0.6356 -0.1686  -0.027
N -2.8288 -0.3356 0.2049  0.177
N 0.4493 -0.7649 -0.3449  0.314
O -2.2843 -2.6320 0.0594  0.214
I 4.3397 -0.2250 0.0327  0.422
H -1.2893 1.2567 0.5141  0.109
H -1.7119 1.1749 -1.0748  0.143
H -3.6972 -0.2918 0.6796  0.155
H 1.0848 -0.0369 -0.6331  0.119
H 0.9699 -1.5931 -0.1683  0.136
H 5.3645 -0.5230 1.1903  -0.341

Output
HOMO energy ... -13.35 eV
Energy above the lowest of the compared OMol25 structures with the same formula, charge and spin ... 173.2 kJ/mol
Net charge ... +1

=====

Entry 2:
A 2-piece molecular cluster, C8H16O2 overall at a distorted geometry, computed with the ωB97M-V functional and the def2-TZVPD basis.

Each line ends with the Löwdin charge.
Positions of all 26 atoms, in Å:
C 11.3863 -5.1453 -0.4871  -0.107
C 10.8341 -4.1938 -1.5373  -0.199
C 9.6808 -3.3345 -1.0480  -0.451
C 8.2482 -3.6864 -1.2817  -0.017
O 9.8909 -2.3267 -0.3732  0.045
H 10.6915 -5.9938 -0.3689  0.076
H 11.4853 -4.6336 0.4850  0.084
H 12.3745 -5.5380 -0.7802  0.078
H 11.6963 -3.5397 -1.7703  0.120
H 10.5626 -4.7355 -2.4637  0.114
H 8.0082 -4.3464 -0.4311  0.100
H 8.0436 -4.2314 -2.2185  0.086
H 7.5898 -2.8026 -1.2378  0.069
C 7.1680 -0.0419 -2.2232  -0.095
C 6.3342 0.6829 -1.1622  -0.205
C 4.8589 0.3797 -1.1542  -0.409
C 3.9870 1.2475 -2.0865  -0.023
O 4.3134 -0.4276 -0.3477  0.026
H 7.1254 0.5658 -3.1427  0.075
H 6.7417 -1.0361 -2.4385  0.071
H 8.2247 -0.1675 -1.9332  0.077
H 6.5892 0.2952 -0.1572  0.118
H 6.6148 1.7534 -1.1911  0.122
H 4.5737 2.0188 -2.6133  0.074
H 3.1856 1.7447 -1.5145  0.086
H 3.5243 0.5841 -2.8364  0.086

Output
HOMO energy ... -9.63 eV
Energy above the lowest of the compared OMol25 structures with the same formula, charge and spin ... 153.4 kJ/mol
Net charge ... 0

=====

Entry 3:
C16H19F5GdN6O7S as an isolated structure at a distorted geometry, computed with the ωB97M-V functional and the def2-TZVPD basis.

Each line ends with the Löwdin spin population.
Positions of all 55 atoms, in Å:
Gd 0.1660 0.2727 0.0587  6.817
N -2.3961 1.1609 -0.8093  -0.004
N -2.2245 1.9037 -2.0825  0.001
C -0.9071 1.9767 -2.5983  0.000
O -0.6878 2.8466 -3.4194  0.001
O -0.1288 1.0828 -2.0830  -0.003
H -3.1551 0.5056 -0.9092  0.000
H -2.6739 1.7714 -0.0382  0.000
H -2.9436 2.5697 -2.2454  0.000
F -3.2854 5.9162 2.6669  0.001
C -2.2781 4.9954 2.5550  0.002
C -1.8113 4.5165 1.3776  0.000
F -2.2534 4.9673 0.2066  0.000
C -0.9588 3.4043 1.3913  0.003
F -0.5071 3.0537 0.1691  -0.005
C -0.4549 2.8109 2.5573  0.012
S 0.6625 1.4033 2.6131  0.136
C -1.1540 3.2409 3.6789  0.005
F -0.9526 2.6366 4.8508  0.002
C -2.0745 4.2491 3.6880  0.000
F -2.8139 4.4301 4.8248  0.000
O -1.7948 -6.5537 -2.4208  0.000
C -0.8291 -6.2794 -1.6592  0.000
O 0.0634 -6.9941 -1.2077  0.000
C -0.7797 -4.7460 -1.2683  0.000
C -1.5736 -3.7947 -1.9040  0.000
C -1.4660 -2.4616 -1.4853  0.001
N -0.5573 -2.0521 -0.5206  -0.002
C 0.2359 -3.0379 0.0302  0.002
C 0.1487 -4.3875 -0.3381  0.001
C 1.2451 -2.5382 1.0570  0.002
O 2.0272 -3.3351 1.5444  0.004
O 1.2555 -1.2625 1.2665  0.020
H -2.3253 -4.1043 -2.5998  0.000
H -2.0745 -1.6846 -1.9345  0.000
H 0.7313 -5.1237 0.1269  0.000
N 2.4252 1.5369 -0.3356  0.008
C 3.1913 1.2571 -1.5888  0.001
C 3.1742 -0.2519 -1.9057  0.001
N 1.8656 -0.7907 -1.7904  0.000
H 2.2825 2.5682 -0.2097  0.000
H 2.9404 1.1621 0.4489  0.000
H 4.2046 1.6402 -1.5058  0.001
H 2.6743 1.7344 -2.4345  0.000
H 3.8896 -0.7073 -1.2341  0.000
H 3.6073 -0.4436 -2.8873  0.000
H 1.9315 -1.7623 -1.7004  0.000
H 1.3755 -0.6522 -2.6636  0.000
O 4.0808 -0.6709 1.5173  0.000
H 3.1711 -0.9342 1.6030  0.000
H 4.5586 -1.4739 1.4322  0.000
N -1.5987 -0.6883 1.8398  -0.007
H -1.7105 -1.6192 1.4430  0.000
H -2.4991 -0.3657 2.1659  0.000
H -1.0386 -0.8977 2.6663  0.000

Output
HOMO energy (spin up / spin down) ... -5.55 / -5.55 eV
Energy above the lowest of the compared OMol25 structures with the same formula, charge and spin ... 61.7 kJ/mol
Net charge ... -1
<S²> ... 16.030
2S+1 ... 8

=====

Entry 4:
C33H27KN6O4S2 as an isolated structure at a distorted geometry, computed with the ωB97M-V functional and the def2-TZVPD basis.

Each line ends with the Löwdin charge.
Positions of all 73 atoms, in Å:
K -1.3613 -0.9144 0.7330  0.842
O 3.8326 4.1370 3.0600  -0.055
C 4.0105 2.7515 3.2806  -0.207
C 2.6955 2.0376 3.1315  -0.183
C 2.5475 0.7134 3.5219  -0.011
C 1.3146 0.1103 3.3341  -0.117
N 0.2768 0.7083 2.7636  0.102
C 0.4192 1.9713 2.3551  -0.225
C 1.6073 2.6745 2.5580  0.026
C -0.7011 2.5603 1.5680  -0.212
C -0.7015 3.8967 1.1780  0.030
C -1.6928 4.3540 0.3192  -0.184
C -1.6946 5.7803 -0.1548  -0.204
O -0.3548 6.2157 -0.3305  -0.060
C -2.6719 3.4628 -0.0877  0.011
C -2.6315 2.1617 0.3959  -0.095
N -1.6624 1.7138 1.1876  0.054
H 4.6781 4.5794 3.1652  0.093
H 4.4084 2.5560 4.2828  0.128
H 4.7186 2.3308 2.5561  0.133
H 3.3661 0.1661 3.9723  0.116
H 1.1477 -0.9112 3.6600  0.115
H 1.7193 3.7036 2.2556  0.105
H 0.0616 4.5893 1.5018  0.114
H -2.2047 6.4011 0.5931  0.130
H -2.2630 5.8431 -1.0871  0.123
H -0.3635 7.0731 -0.7630  0.089
H -3.4532 3.7679 -0.7723  0.120
H -3.3788 1.4383 0.0773  0.084
N -4.0806 -1.1463 2.4839  -0.003
N -4.7648 -1.0914 1.2424  -0.045
C -3.9303 -1.1516 0.0690  -0.833
O -4.1392 -0.2585 -0.7783  -0.058
O -3.0834 -2.0674 0.0280  -0.231
H -4.6776 -1.5971 3.1614  0.066
H -3.8658 -0.2114 2.8144  0.067
H -5.4012 -0.3108 1.1667  0.105
S -2.5526 -6.6637 0.7296  1.068
C -3.0370 -8.2339 0.2546  -0.415
C -2.4775 -8.6001 -0.9297  -0.188
C -1.6325 -7.5962 -1.4602  -0.126
C -1.5556 -6.4785 -0.6737  -0.473
C -0.8011 -5.2499 -0.9109  -0.184
C -0.6127 -4.3013 0.1209  -0.086
N 0.0179 -3.1640 -0.0277  0.084
C 0.5025 -2.8513 -1.2426  -0.159
C 0.4215 -3.7384 -2.3328  -0.127
C 0.9804 -3.3634 -3.5952  -0.017
C 1.5556 -2.1553 -3.7734  -0.020
C 1.6129 -1.2075 -2.7031  -0.129
C 2.1350 0.0811 -2.8660  0.029
C 2.1234 0.9741 -1.8154  -0.190
C 1.6055 0.5063 -0.5861  -0.055
N 1.1179 -0.6961 -0.3989  0.082
C 1.0960 -1.5535 -1.4372  -0.154
C 2.6013 2.3488 -1.9400  -0.474
C 2.2815 3.4261 -1.1624  -0.109
C 2.9051 4.6289 -1.5781  -0.176
C 3.6959 4.4532 -2.6683  -0.415
S 3.6927 2.8237 -3.2016  1.046
C -0.2459 -4.9551 -2.1377  0.056
H -3.7172 -8.7929 0.8769  0.064
H -2.6599 -9.5511 -1.4085  0.101
H -1.0894 -7.7102 -2.3876  0.107
H -0.9967 -4.5006 1.1163  0.105
H 0.9176 -4.0710 -4.4135  0.116
H 1.9624 -1.8755 -4.7377  0.116
H 2.5233 0.3835 -3.8322  0.108
H 1.6268 1.1564 0.2807  0.102
H 1.5850 3.3728 -0.3392  0.093
H 2.7535 5.5795 -1.0881  0.103
H 4.2861 5.1787 -3.2049  0.063
H -0.3476 -5.6416 -2.9688  0.122

Output
HOMO energy ... -7.70 eV
Energy above the lowest of the compared OMol25 structures with the same formula, charge and spin ... 10.9 kJ/mol
Net charge ... 0

=====

Entry 5:
One molecule with the formula C4H8N2 at a distorted geometry, computed with the ωB97M-V functional and the def2-TZVPD basis.

Each line ends with the Löwdin charge.
Positions of all 14 atoms, in Å:
C 0.2709 -0.0092 -1.3330  -0.208
N -1.0486 -0.4683 -0.7042  -0.033
C -1.2388 0.2082 0.6515  -0.144
C 0.1321 0.3275 0.9685  -0.429
N 1.1505 -0.4742 0.8653  0.068
C 0.9853 0.4430 -0.2389  -0.314
H 0.6662 -0.9378 -1.9715  0.148
H 0.2203 0.9356 -2.0200  0.133
H -1.7813 -0.8714 -1.2382  0.082
H -1.7584 -0.4449 1.2621  0.079
H -1.9986 1.0630 0.7236  0.138
H 0.5498 1.2628 1.6063  0.181
H 0.7086 -1.4098 0.6212  0.153
H 1.7837 1.1825 -0.3998  0.148

Output
HOMO energy ... -8.60 eV
Energy above the lowest of the compared OMol25 structures with the same formula, charge and spin ... 367.9 kJ/mol
Net charge ... 0

=====

Entry 6:
One molecule with the formula C5H8N2O at a distorted geometry, computed with the ωB97M-V functional and the def2-TZVPD basis.

Each line ends with the Löwdin charge.
Positions of all 16 atoms, in Å:
O -2.9600 -0.7143 -0.3752  0.068
C -2.2393 0.2096 -0.2694  -0.231
N -0.8473 0.0736 0.4548  -0.154
C -0.2711 -1.1786 0.2789  -0.209
C 1.2491 -0.7586 0.3251  -0.295
N 2.3536 -0.4828 -0.6703  0.055
C 1.0415 0.4048 -0.5840  -0.226
C -0.0227 1.2454 0.3342  -0.158
H -2.5764 1.2700 -0.6723  0.160
H -0.4444 -1.5754 -0.7504  0.127
H -0.5437 -1.9096 1.1830  0.159
H 1.6897 -0.2948 1.3779  0.175
H 3.2486 -0.2665 -0.0352  0.133
H 0.1453 0.1751 -1.4532  0.186
H -0.0332 2.2194 -0.3883  0.162
H 0.2103 1.5826 1.2444  0.047

Output
HOMO energy ... -8.91 eV
Energy above the lowest of the compared OMol25 structures with the same formula, charge and spin ... 778.3 kJ/mol
Net charge ... 0

=====

Computed electronic energy, in the same sequence as the records: -16327.916; -12649.792; -85436.750; -89786.740; -7254.062; -10334.660 eV.